DFT (ωB97M-V with the def2-TZVPD basis set) results for a 13-piece molecular cluster, C48H67N11O2 overall.

```
128
Properties=species:S:1:pos:R:3:mulliken_charge:R:1
C 13.3185 10.3562 8.8812 -1.123
C 14.6537 10.1291 9.5290 1.025
O 15.0783 8.7541 9.6162 -0.669
H 13.2253 11.4291 8.7509 0.277
H 12.4350 10.0431 9.4357 0.276
H 13.3287 9.8687 7.8838 0.379
H 14.6974 10.5715 10.5171 -0.301
H 15.4656 10.6382 8.9947 -0.199
H 14.7146 8.3078 10.3756 0.267
C 12.4737 14.3886 18.5931 -1.138
C 11.8390 13.1717 17.9022 -0.390
O 12.4926 12.7985 16.6576 0.313
H 12.4846 15.2711 17.9621 0.234
H 13.4536 14.1900 19.0422 0.198
H 11.7366 14.5993 19.3981 0.434
H 10.7902 13.3660 17.6014 0.314
H 11.9170 12.3138 18.5914 0.403
H 13.3017 12.2611 16.6963 -0.309
N 11.6731 14.8297 14.8787 1.532
C 10.3899 15.3239 14.8134 -0.460
C 10.4196 16.5769 14.3089 -1.175
C 11.7861 16.8829 13.9558 -0.364
C 12.5189 15.7521 14.2983 -1.119
H 11.9092 13.9751 15.3736 -0.392
H 9.5726 14.7708 15.2408 0.372
H 9.6095 17.2678 14.2803 0.501
H 12.1511 17.8089 13.5827 0.540
H 13.5857 15.6872 14.2196 0.715
N 17.8146 12.1454 9.2484 0.127
C 18.0825 13.3719 9.8214 -1.173
C 19.1100 13.1457 10.7119 -0.033
C 19.4996 11.7959 10.6507 -1.001
C 18.6642 11.1851 9.7443 -0.668
H 17.2042 12.0340 8.4685 0.318
H 17.5526 14.2780 9.5782 0.540
H 19.4314 13.9564 11.3019 0.835
H 20.2603 11.2634 11.1899 0.490
H 18.6380 10.2218 9.2783 0.511
N 19.0731 13.3575 16.3534 0.193
C 20.2288 14.0993 16.4726 -0.676
C 20.9006 14.0280 15.2710 -0.817
C 20.1479 13.1591 14.3821 -0.373
C 19.0652 12.7434 15.1250 -0.693
H 18.3990 13.1533 17.0938 0.335
H 20.5245 14.5528 17.4059 0.446
H 21.8379 14.5143 15.0676 0.460
H 20.4114 12.8351 13.3834 0.465
H 18.2800 12.0766 14.8474 0.772
N 16.0544 14.7607 17.2918 0.216
C 16.4441 14.1893 18.4630 -1.133
C 16.3539 12.8356 18.3265 -1.109
C 15.9083 12.5922 17.0133 0.730
C 15.7303 13.7849 16.3774 -0.167
H 15.9670 15.7588 17.1227 0.215
H 16.8568 14.7121 19.3050 0.440
H 16.6917 12.1243 19.0898 0.413
H 15.8007 11.6515 16.5237 0.346
H 15.4471 13.9697 15.3552 -0.067
N 9.7188 14.3946 11.3328 0.296
C 11.0086 14.0101 11.3609 -0.398
C 11.1450 12.9146 10.5245 0.666
C 9.8479 12.5964 10.0616 -0.738
C 8.9654 13.5152 10.5935 -0.958
H 9.2986 15.1436 11.8824 0.275
H 11.7710 14.5093 11.9427 -0.039
H 12.0840 12.3635 10.3649 -0.134
H 9.6698 11.7395 9.4503 0.453
H 7.8823 13.5835 10.4743 0.393
N 9.6207 11.7040 13.3173 0.101
C 8.3465 11.7941 13.7945 -0.380
C 8.3257 11.5919 15.1305 -1.337
C 9.6886 11.3847 15.5052 0.032
C 10.4614 11.4907 14.3796 -0.567
H 9.9516 11.8380 12.3817 0.345
H 7.5239 11.9533 13.0982 0.383
H 7.5143 11.5900 15.8349 0.450
H 10.0270 11.1759 16.5147 0.654
H 11.4928 11.2424 14.2956 0.511
N 14.4462 14.8988 7.8432 0.054
C 15.6671 15.4928 7.6059 -0.529
C 16.0494 16.1927 8.7122 -0.913
C 14.9896 16.0053 9.6592 0.182
C 14.0148 15.2333 9.1111 -1.240
H 13.8736 14.3764 7.1983 0.229
H 16.1802 15.3734 6.6806 0.460
H 16.8931 16.8506 8.8391 0.506
H 14.9848 16.4215 10.6374 0.752
H 13.0472 14.9819 9.4977 0.567
N 12.7737 8.9769 18.0786 0.083
C 12.5872 8.9897 16.6944 -1.287
C 13.7997 9.1176 16.1177 0.523
C 14.8215 9.0860 17.1910 -0.329
C 14.1341 9.0286 18.3559 -0.970
H 12.0403 8.8354 18.7462 0.215
H 11.6200 8.9637 16.2495 0.506
H 14.0258 9.1418 15.0396 0.406
H 15.8966 9.1858 17.0820 0.488
H 14.5063 8.9511 19.3648 0.431
N 17.9134 15.4943 13.3308 0.643
C 16.5492 15.8176 13.1568 -0.552
C 16.5020 17.1310 12.8542 -0.205
C 17.8376 17.6026 12.7604 -1.407
C 18.6597 16.5687 12.9867 -0.280
H 18.2852 14.5594 13.4400 -0.085
H 15.8078 15.0584 13.3299 0.088
H 15.6175 17.7181 12.6925 0.666
H 18.0626 18.6365 12.5754 0.473
H 19.7286 16.5648 13.1568 0.464
N 16.4930 8.2180 12.2870 0.126
C 15.7205 7.3522 13.0628 -0.421
C 16.3079 7.2862 14.3043 -0.769
C 17.3970 8.1940 14.3079 -0.337
C 17.5115 8.7389 13.0585 -0.888
H 16.3687 8.4088 11.2909 0.328
H 14.8871 6.8139 12.6146 0.373
H 15.9706 6.6688 15.0718 0.561
H 18.0749 8.3153 15.1266 0.541
H 18.1989 9.4610 12.6838 0.544
N 15.6123 12.9273 11.6633 2.262
C 16.1428 11.8648 12.2804 -0.786
C 15.2014 11.4209 13.1861 -0.424
C 14.0897 12.3057 13.1433 0.542
C 14.3511 13.2381 12.1492 -0.879
H 16.0872 13.5522 11.0371 -0.560
H 17.1235 11.5142 12.0535 0.113
H 15.3439 10.5912 13.8503 0.084
H 13.1463 12.2937 13.6784 -0.142
H 13.8207 14.0900 11.7410 -0.298
```

E in eV: -71346.4783
LUMO energy in Eh: 0.020
HOMO energy in eV: -8.083
2S+1: 1